[1]
ORCA calculation (wB97M-V/def2-TZVPD) on a cluster of 9 separate species, C43H49Br2F24NO18 in total.

Geometry as XYZ:
```
137
Properties=species:S:1:pos:R:3:forces:R:3
C 3.65398 -3.40308 4.38243 0.69 -0.24 0.80
C 3.81063 -4.85320 4.82113 -0.35 -0.09 -0.50
Br 4.38914 -4.84764 6.68532 -0.06 -0.05 0.03
C 4.74787 -5.62441 3.86052 0.44 0.28 0.42
Br 3.71294 -6.82736 2.71188 -0.04 0.07 0.05
C 5.90363 -6.35868 4.47510 0.33 -0.30 -0.09
C 5.73152 -7.49278 5.27616 -0.02 0.34 -0.26
C 6.80894 -8.15988 5.83585 0.01 0.07 -0.05
C 8.11136 -7.73459 5.60464 0.04 0.09 0.06
C 8.29355 -6.62752 4.80150 -0.24 -0.26 0.33
C 7.21711 -5.95495 4.23927 -0.22 0.25 0.18
C 7.78428 -4.83131 3.42362 0.42 -0.52 -0.09
O 7.24777 -3.91583 2.87822 -0.59 0.26 -0.19
N 9.20711 -5.01215 3.36818 0.05 -0.59 0.25
C 9.56039 -5.97650 4.37798 -1.09 0.17 -0.14
O 10.65460 -6.15848 4.79080 1.00 -0.34 0.11
H 3.51302 -3.32163 3.30997 -0.16 0.07 -0.11
H 2.85756 -2.94220 4.94673 -0.27 0.16 -0.14
H 4.56502 -2.89927 4.69803 0.17 0.27 -0.43
H 2.85160 -5.34927 4.81612 -0.13 -0.13 0.27
H 5.15865 -4.89258 3.18280 0.05 0.11 -0.22
H 4.72320 -7.83994 5.44579 -0.06 -0.12 0.08
H 6.63274 -9.01845 6.46338 -0.04 -0.14 0.04
H 8.95286 -8.26092 6.02666 0.12 0.00 0.06
H 9.46664 -5.44618 2.48373 0.31 0.81 -0.28
C -2.64056 -1.29858 4.90963 0.27 -0.25 0.18
C -2.75487 -2.38991 3.86835 -0.40 0.55 -0.08
O -1.53478 -3.16033 3.81929 0.08 -0.16 -0.13
C -1.42112 -4.12068 4.72018 -0.30 0.16 -0.10
O -2.22608 -4.43443 5.54475 0.13 -0.14 0.10
C -0.07174 -4.83724 4.53029 0.26 -0.10 0.06
F 0.92121 -3.94727 4.35939 -0.30 -0.12 -0.05
F -0.10178 -5.63176 3.45282 -0.06 0.08 -0.02
F 0.23280 -5.58930 5.58434 -0.08 0.06 0.00
H -1.75772 -0.68587 4.72264 -0.05 0.03 -0.09
H -3.51776 -0.66387 4.89527 -0.06 0.00 0.04
H -2.53895 -1.72027 5.90768 -0.06 -0.08 -0.02
H -2.87323 -1.95982 2.87522 0.21 -0.10 -0.07
H -3.61092 -3.03975 4.04500 0.15 -0.14 0.13
C 3.84723 -0.80772 -0.52278 -0.21 -0.13 0.12
C 3.67405 0.58508 0.04241 0.43 -0.05 -0.34
O 2.38024 0.73659 0.66321 -0.12 0.09 0.11
C 2.27306 0.27654 1.89936 0.26 0.02 -0.21
O 3.13042 -0.24401 2.54964 -0.10 -0.02 0.14
C 0.85422 0.54641 2.43386 -0.29 -0.10 0.06
F -0.07974 0.24338 1.52796 0.04 0.02 0.03
F 0.72096 1.84609 2.74696 0.04 0.01 -0.06
F 0.62001 -0.16858 3.53047 0.07 0.02 0.00
H 3.03360 -1.04485 -1.20949 0.04 0.05 -0.06
H 4.79355 -0.88297 -1.05744 0.01 0.03 0.00
H 3.83737 -1.55505 0.27004 0.07 0.03 0.03
H 3.70355 1.32633 -0.75291 -0.20 0.05 0.04
H 4.46035 0.83127 0.75427 -0.11 -0.06 0.15
C 5.76285 -4.44698 0.25349 0.02 0.22 -0.45
C 5.24048 -5.38757 -0.81030 -0.06 -0.21 0.56
O 4.98227 -4.68309 -2.04498 0.04 0.02 -0.22
C 6.03864 -4.48039 -2.81841 -0.05 -0.22 0.38
O 7.16208 -4.82666 -2.60531 0.03 0.10 -0.17
C 5.61050 -3.74225 -4.09792 0.06 0.14 -0.36
F 4.77589 -2.72929 -3.82388 -0.04 0.07 0.12
F 4.97512 -4.57775 -4.93107 -0.03 -0.05 0.08
F 6.66085 -3.24291 -4.73816 0.04 -0.05 0.09
H 5.07482 -3.61181 0.39248 -0.05 -0.07 0.09
H 5.87483 -4.96900 1.19514 -0.01 -0.10 0.04
H 6.72997 -4.03026 -0.02670 0.04 -0.08 0.05
H 4.28473 -5.80846 -0.50763 -0.10 0.09 -0.15
H 5.92403 -6.21632 -0.98958 0.08 0.10 -0.15
C 2.38141 -1.71849 -5.84762 -0.16 0.11 -0.32
C 1.85695 -1.16159 -4.54685 0.41 -0.44 0.14
O 1.09422 0.04195 -4.76070 -0.06 0.19 0.09
C -0.16443 -0.12576 -5.12867 0.21 -0.32 0.11
O -0.73312 -1.16079 -5.30498 -0.13 0.10 -0.05
C -0.84189 1.24581 -5.25976 -0.20 0.38 -0.15
F -0.06425 2.12407 -5.90678 0.02 -0.10 -0.04
F -1.10315 1.76105 -4.05096 -0.01 -0.08 0.13
F -1.99580 1.15108 -5.92143 0.17 -0.36 0.16
H 2.95716 -0.96233 -6.38254 0.09 -0.02 0.07
H 3.02045 -2.57719 -5.65610 0.00 -0.01 0.02
H 1.56795 -2.03268 -6.50115 -0.04 -0.06 0.07
H 2.68158 -0.87207 -3.89904 -0.05 0.20 -0.01
H 1.25661 -1.89321 -4.00789 -0.18 0.07 -0.08
C -2.90512 3.91595 -6.87131 -0.22 0.33 -0.30
C -3.41573 4.45256 -5.55350 0.40 -0.40 0.06
O -4.21089 5.64275 -5.74050 -0.08 0.13 0.08
C -5.47328 5.45057 -6.08513 0.25 -0.28 0.10
O -6.02190 4.40307 -6.25705 -0.14 0.10 -0.04
C -6.18696 6.80827 -6.19798 -0.14 0.37 -0.10
F -5.44630 7.70446 -6.85780 0.00 -0.08 -0.01
F -6.44130 7.30664 -4.98022 0.02 -0.10 0.02
F -7.34878 6.68150 -6.84106 0.14 -0.10 0.12
H -2.35890 4.68935 -7.41330 0.06 0.01 0.08
H -2.24587 3.07409 -6.70238 -0.03 0.14 -0.06
H -3.72677 3.58982 -7.50909 -0.02 -0.07 0.08
H -2.58517 4.75548 -4.91913 -0.07 0.20 -0.01
H -3.98922 3.70307 -5.00943 -0.18 0.06 -0.08
C -3.03972 3.37965 -0.69039 -0.25 -0.16 -0.09
C -2.59787 2.98172 0.69923 0.39 0.34 -0.24
O -3.68023 2.37744 1.43221 -0.09 -0.13 0.15
C -3.90238 1.09433 1.19480 0.32 0.26 -0.16
O -3.30362 0.38585 0.44013 -0.09 -0.10 0.07
C -5.04762 0.60074 2.09112 -0.44 -0.12 0.07
F -6.06885 1.46041 2.11046 0.07 0.02 -0.01
F -4.60409 0.45186 3.34919 -0.03 0.11 -0.09
F -5.50816 -0.57578 1.67578 0.13 -0.01 -0.03
H -3.91403 4.02933 -0.64084 0.06 0.08 0.03
H -2.23667 3.90776 -1.20368 0.02 0.01 0.03
H -3.31229 2.50428 -1.28068 0.10 -0.01 0.00
H -2.31104 3.85910 1.27448 -0.15 -0.04 0.14
H -1.74263 2.30822 0.67475 -0.11 -0.16 0.00
C 2.49185 3.10293 6.67065 -0.18 0.06 0.23
C 1.79971 1.91359 6.04201 0.44 0.16 -0.30
O 0.83079 1.33892 6.94150 -0.14 -0.11 0.05
C -0.35142 1.93434 6.98320 0.31 0.07 -0.22
O -0.69398 2.89359 6.35754 -0.14 -0.01 0.07
C -1.27997 1.16427 7.93835 -0.15 -0.05 0.31
F -0.66056 0.83885 9.07780 0.03 0.01 -0.08
F -1.68227 0.03123 7.34443 0.02 0.05 0.07
F -2.35523 1.88134 8.24671 0.04 0.02 -0.13
H 2.93741 2.82324 7.62558 0.08 -0.04 -0.05
H 3.27563 3.47421 6.01146 0.01 -0.03 -0.02
H 1.78700 3.91195 6.86028 -0.01 0.01 -0.09
H 2.51467 1.11884 5.83929 -0.10 -0.13 0.12
H 1.32181 2.17680 5.09935 -0.15 0.04 0.15
C -9.59861 7.71563 -8.64704 -0.27 0.18 -0.29
C -10.10345 8.23606 -7.32003 0.41 -0.38 0.06
O -10.91913 9.41282 -7.49548 -0.10 0.12 0.06
C -12.18243 9.20092 -7.83008 0.27 -0.26 0.10
O -12.71166 8.14302 -8.00072 -0.13 0.09 -0.04
C -12.92154 10.54694 -7.93162 -0.15 0.22 -0.12
F -12.19537 11.45425 -8.59444 -0.01 -0.03 0.02
F -13.16817 11.02842 -6.70511 0.03 -0.04 0.01
F -14.08199 10.40128 -8.56295 0.03 -0.05 0.03
H -9.07041 8.50145 -9.18861 0.08 -0.01 0.07
H -8.92377 6.87955 -8.49494 0.00 -0.03 0.02
H -10.42276 7.38194 -9.27736 -0.03 -0.05 0.07
H -9.27213 8.54877 -6.69309 -0.07 0.20 0.00
H -10.65886 7.47465 -6.77430 -0.17 0.06 -0.07
```
Positions in Å, forces in eV/Å.

SMILES: C[C@H](Br)[C@H](Br)c1cccc2c1C(=O)NC2=O.CCOC(=O)C(F)(F)F.CCOC(=O)C(F)(F)F.CCOC(=O)C(F)(F)F.CCOC(=O)C(F)(F)F.CCOC(=O)C(F)(F)F.CCOC(=O)C(F)(F)F.CCOC(=O)C(F)(F)F.CCOC(=O)C(F)(F)F
Orbital gap: 9.3 eV
E: -289039.39769 eV
Highest occupied orbital energy: -10.0 eV
2S+1: 1
LUMO level: -0.68 eV

---

[2]
ORCA calculation (wB97M-V/def2-TZVPD) on a structure of composition C43H49FO5P3S2Zr.

Geometry as XYZ:
```
104
Properties=species:S:1:pos:R:3:forces:R:3
Zr 0.30165 -0.42221 0.30257 -0.19 -1.06 -0.79
C -0.81195 -2.72199 0.76443 0.13 -0.24 -0.13
C -0.75246 -2.52129 -0.62614 0.10 -0.38 0.01
C 0.61026 -2.49858 -1.01087 -0.08 -0.51 0.05
C 1.38400 -2.71630 0.15129 -0.12 -0.29 -0.05
C 0.50679 -2.83150 1.24721 0.00 -0.10 -0.08
H -1.69841 -2.87508 1.35868 -0.01 0.27 0.03
H -1.58047 -2.54097 -1.31471 -0.10 0.37 0.06
H 0.96840 -2.49121 -2.02788 0.04 0.27 0.01
H 2.44528 -2.88612 0.19332 0.04 0.26 0.00
H 0.78626 -3.10644 2.25117 0.03 0.28 0.07
O -1.19090 0.22914 -1.50020 0.15 -0.16 0.01
P -2.32994 1.17079 -1.75470 -0.37 0.54 0.08
C -2.85083 1.98471 -0.18524 -0.21 -0.64 -0.15
P -2.97873 0.74781 1.15232 -0.25 0.46 0.09
O -1.73003 -0.08907 1.14709 -0.02 0.05 0.05
C -3.17826 1.66472 2.68758 0.02 -0.08 -0.18
C -3.71472 2.94819 2.73512 0.09 -0.01 -0.07
C -3.84871 3.59254 3.95500 -0.02 0.06 0.01
C -3.45085 2.95819 5.12329 0.01 0.02 -0.02
C -2.93947 1.66784 5.08020 0.01 -0.03 0.01
C -2.80736 1.01806 3.86525 -0.02 -0.05 -0.07
C -4.46278 -0.26215 1.01701 0.20 0.17 -0.01
C -4.36157 -1.59957 0.65467 0.11 0.00 -0.12
C -5.48891 -2.40533 0.66921 -0.04 -0.07 -0.02
C -6.71486 -1.87634 1.04552 0.02 -0.03 -0.04
C -6.81893 -0.53920 1.40264 -0.05 0.08 0.01
C -5.69509 0.26834 1.39444 0.00 0.07 -0.03
C -1.95665 2.53460 -2.87008 0.02 -0.18 0.14
C -2.72125 3.70032 -2.86376 0.05 0.01 0.04
C -2.43957 4.71217 -3.76537 -0.07 0.02 0.02
C -1.39590 4.56680 -4.66984 0.01 0.00 0.00
C -0.64016 3.40428 -4.68314 0.00 0.00 -0.04
C -0.92954 2.38039 -3.79500 -0.04 -0.04 0.05
C -3.75885 0.32338 -2.45719 0.19 0.03 0.15
C -3.56295 -0.93437 -3.01767 0.19 -0.01 0.07
C -4.63134 -1.62876 -3.55987 -0.05 -0.05 -0.02
C -5.89673 -1.06234 -3.55108 -0.03 -0.03 0.01
C -6.08828 0.21180 -3.03274 -0.05 0.04 0.00
C -5.02092 0.90943 -2.49380 -0.01 0.02 0.06
H -3.78061 2.53913 -0.31094 -0.03 -0.02 0.00
H -2.04724 2.66760 0.09757 0.04 0.04 -0.02
H -4.02039 3.45230 1.82592 0.02 0.04 0.03
H -4.25971 4.59257 3.99005 0.01 0.00 0.02
H -3.53494 3.47459 6.07007 -0.03 -0.02 0.01
H -2.64175 1.16845 5.99221 0.01 0.02 0.00
H -2.40974 0.01110 3.81525 0.02 0.02 0.08
H -3.39771 -2.00099 0.37269 -0.01 -0.02 -0.03
H -5.40868 -3.45069 0.40108 0.00 0.01 -0.02
H -7.59260 -2.50887 1.06897 0.01 0.00 0.00
H -7.77277 -0.13150 1.71024 0.00 0.00 -0.02
H -5.77206 1.30492 1.70240 -0.03 -0.03 0.03
H -3.53291 3.82957 -2.15809 0.00 0.03 -0.01
H -3.03509 5.61527 -3.75922 0.02 0.01 -0.01
H -1.17632 5.36429 -5.36706 0.02 0.00 0.00
H 0.17698 3.29170 -5.38284 -0.01 -0.01 -0.01
H -0.35847 1.46358 -3.80775 0.02 0.03 -0.07
H -2.56365 -1.35123 -3.03570 -0.02 -0.07 0.05
H -4.47842 -2.61149 -3.98641 0.01 0.02 -0.01
H -6.73705 -1.61038 -3.95677 0.01 0.02 -0.02
H -7.07089 0.66428 -3.05491 0.00 -0.01 0.01
H -5.17824 1.91312 -2.11644 -0.03 -0.02 0.06
O 0.43788 1.73803 -0.04174 -0.05 0.70 -0.30
H 0.85326 1.69415 -0.96428 -0.09 0.22 0.26
H 0.99934 2.29207 0.52349 0.04 -0.04 0.19
F 2.89712 5.06852 3.09373 0.02 0.03 0.04
C 2.36039 3.83442 3.03197 -0.07 -0.10 -0.03
C 3.17281 2.72956 3.18953 0.06 0.06 0.08
C 2.61610 1.46558 3.08976 -0.16 -0.01 -0.03
C 1.25733 1.27136 2.80418 0.03 0.43 0.26
C 0.70018 -0.07801 2.54242 0.25 -0.04 -0.05
C 0.46044 2.42518 2.73001 0.12 -0.22 0.07
C 1.00146 3.70061 2.82841 -0.05 0.12 0.01
H 4.22596 2.86374 3.39898 0.00 0.01 -0.01
H 3.25332 0.60203 3.22776 0.01 -0.01 -0.03
H -0.27753 -0.19750 3.00871 0.09 -0.15 0.09
H 1.38473 -0.84350 2.90847 -0.05 0.01 0.13
H -0.60982 2.31361 2.59367 0.02 0.06 -0.04
H 0.37942 4.58417 2.76170 0.01 0.00 0.00
C 6.52589 1.79231 -1.95390 -0.24 -0.04 0.02
C 5.43151 2.03600 -0.92866 0.21 0.13 0.10
C 5.45533 3.46354 -0.42103 -0.09 -0.14 0.04
O 4.11460 1.83383 -1.52515 -0.01 -0.16 -0.25
P 3.35646 0.44696 -1.48556 0.05 0.09 0.10
S 1.65133 0.63682 -2.49232 0.27 -0.36 0.28
S 3.04270 -0.12310 0.41687 -0.11 0.07 -0.24
O 4.39804 -0.52196 -2.19406 -0.02 0.24 -0.04
C 4.13430 -1.92440 -2.44200 -0.03 -0.25 -0.06
C 5.40304 -2.67932 -2.09935 -0.12 0.14 0.07
C 3.71360 -2.10344 -3.88950 0.01 0.11 0.11
H 7.49499 1.96747 -1.48667 0.01 0.01 -0.02
H 6.40699 2.48032 -2.79184 0.03 0.02 0.00
H 6.49532 0.77448 -2.33185 0.02 -0.04 -0.01
H 5.52880 1.33719 -0.09198 -0.02 0.01 -0.01
H 5.31413 4.15264 -1.25407 0.00 0.02 0.01
H 6.42232 3.66413 0.03955 -0.01 0.05 0.02
H 4.67097 3.63453 0.31649 0.00 -0.01 0.01
H 3.32497 -2.24368 -1.77810 0.03 0.06 0.02
H 6.21592 -2.34990 -2.74725 0.01 -0.03 -0.01
H 5.24658 -3.74856 -2.24016 0.04 -0.01 -0.01
H 5.68635 -2.49313 -1.06348 0.01 -0.04 0.01
H 4.52714 -1.80991 -4.55368 0.00 -0.02 -0.01
H 2.84407 -1.48706 -4.11376 -0.02 -0.03 -0.02
H 3.46628 -3.14930 -4.07489 0.02 -0.01 -0.02
```
Positions in Å, forces in eV/Å.

Charge: +1
Orbital gap: 7.7 eV
Energy relative to the best compared isomer or geometry (same formula, charge and spin): 9.4 kcal/mol
E: -109162.88165 eV
Highest occupied orbital energy: -9.9 eV
2S+1: 1
LUMO level: -2.19 eV

---

- Look up the orbital gap of the second one.
  7.7 eV